[1]
Molecular formula: C3H12N2O3
Method: DFT, wB97M-V/def2-TZVPD

Last column: Mulliken spin population.
CARTESIAN COORDINATES (ANGSTROEM)
C  -1.45231  1.85115  -0.96158  0.0302
N  -1.47129  0.43704  -0.68997  0.7737
C  -0.73399  -0.07498  0.44586  0.0534
C  -0.61176  -1.60378  0.40237  0.0056
N  -0.37844  -2.16319  -0.82039  0.0172
O  -0.68542  -2.25230  1.40698  0.0087
H  -0.42031  2.15836  -1.10434  0.0194
H  -1.78582  2.37197  -0.05882  0.0655
H  -2.05147  2.08340  -1.82929  0.0033
H  -2.40111  0.01133  -0.73948  -0.0223
H  -1.30757  0.18604  1.34404  0.0415
H  0.26031  0.37132  0.46776  0.0039
H  -0.50049  -1.63537  -1.66546  0.0007
H  -0.33600  -3.17269  -0.83922  -0.0013
H  1.90919  -1.79669  1.09265  -0.0001
H  2.92711  -1.07929  1.99784  0.0000
O  2.22217  -0.92605  1.35641  0.0001
H  2.78041  1.49869  -0.47406  0.0000
H  2.00379  1.72180  0.79782  -0.0002
O  2.03299  2.01326  -0.12913  0.0007

## Properties
- Orbital gap (spin up / spin down): 11.163 / 6.183 eV
- Charge: +1
- Maximum force: 2.3 eV Å⁻¹
- Highest occupied orbital energy (spin up / spin down): -14.49 / -14.44 eV
- Energy above the lowest of the compared OMol25 structures with the same formula, charge and spin: 21.2 kJ/mol
- 2S+1: 2

---

[2]
Molecular formula: C3H12N2OS
Method: DFT, wB97M-V/def2-TZVPD

Last column: natural (NBO) charge in e.
CARTESIAN COORDINATES (ANGSTROEM)
N  -0.62017  1.52506  0.93851  -0.8727
C  0.64807  0.87668  0.44328  -0.2080
C  0.45916  -0.43563  -0.29623  -0.0931
N  -0.66564  -0.35637  -1.18597  -0.8450
C  1.78100  -0.82996  -0.98645  -0.5219
S  1.75330  -2.17376  -2.18210  -0.0419
H  -0.50213  2.16528  1.72209  0.3723
H  -0.96022  2.14709  0.17218  0.3670
H  1.21796  0.58672  1.46867  0.1844
H  1.42893  1.56459  -0.08463  0.1813
H  0.43863  -1.23775  0.41717  0.1660
H  -1.55532  -0.43389  -0.60746  0.3735
H  -0.64265  -1.00000  -1.91168  0.3679
H  2.48281  -1.16194  -0.24019  0.2273
H  2.20006  0.16773  -1.53277  0.2036
H  2.82751  -2.85614  -1.59285  0.1417
O  -3.64691  0.73161  2.08295  -0.9173
H  -3.84329  -0.03418  1.54672  0.4519
H  -2.80108  0.75488  1.82877  0.4632

## Properties
- Structure (SMILES): NC[C@@H](N)CS.O
- Orbital gap: 9.799 eV
- Charge: 0
- Maximum force: 6.2 eV Å⁻¹
- Highest occupied orbital energy: -9.16 eV
- Energy above the lowest of the compared OMol25 structures with the same formula, charge and spin: 149.1 kJ/mol

---

[3]
Molecular formula: C3H12N2P
Method: DFT, wB97M-V/def2-TZVPD

Last column: natural (NBO) charge in e.
CARTESIAN COORDINATES (ANGSTROEM)
C  -2.20094  -1.38917  -1.37004  -0.1408
C  1.38586  1.25186  -0.84017  -0.9940
C  1.17795  -1.11785  0.73915  -1.0605
N  0.20698  1.49180  1.66800  -1.1711
N  -1.17834  0.33747  -0.36481  -1.1145
P  0.35346  0.42745  0.36722  1.9195
H  -2.05286  -2.14407  -0.60899  0.2103
H  -3.14236  -0.89452  -1.45911  0.2158
H  -1.54831  -1.39829  -2.27422  0.2276
H  0.52257  1.82670  -1.23347  0.2767
H  1.79014  0.48906  -1.57096  0.2634
H  2.13666  1.85901  -0.43234  0.2683
H  0.73661  -1.62792  1.71682  0.2801
H  2.27435  -0.84672  1.02933  0.2780
H  1.17954  -1.91106  -0.06218  0.2873
H  0.98734  1.60682  2.31271  0.4332
H  -0.72153  1.74740  2.00164  0.4358
H  -1.90712  0.29204  0.38140  0.3847

## Properties
- Orbital gap: 9.237 eV
- Charge: +1
- Maximum force: 3.6 eV Å⁻¹
- Highest occupied orbital energy: -14.19 eV
- Energy above the lowest of the compared OMol25 structures with the same formula, charge and spin: 222.3 kJ/mol

---

[4]
Molecular formula: C3H12N2Si2
Method: DFT, wB97M-V/def2-TZVPD

Last column: natural (NBO) charge in e.
CARTESIAN COORDINATES (ANGSTROEM)
C  -1.39792  -0.55956  1.67208  -1.0501
Si  0.15111  -0.48385  0.51905  1.6478
C  1.03924  -2.17334  0.73047  -1.0569
C  1.34867  0.89630  1.39351  -1.0359
N  -0.13922  -0.12173  -1.06725  -0.6028
N  -0.18740  1.54939  -1.58219  -0.5371
Si  -0.68258  1.70972  -3.25684  1.0046
H  -1.85868  0.37149  1.73112  0.2362
H  -2.09677  -1.31126  1.28262  0.2327
H  -1.00319  -1.06009  2.61719  0.2385
H  0.64159  -2.93036  0.08412  0.2390
H  2.07511  -2.12141  0.66565  0.2343
H  0.69538  -2.33827  1.78594  0.2300
H  1.22484  0.83510  2.55388  0.2318
H  2.25740  0.61350  0.95258  0.2211
H  0.91190  1.81888  1.06258  0.2338
H  0.26193  2.47362  -4.09488  -0.1499
H  -1.29642  0.37935  -3.91240  -0.1518
H  -1.94499  2.45252  -3.13725  -0.1654

## Properties
- Structure (SMILES): C[Si](C)(C)/N=N/[SiH3]
- Orbital gap (spin up / spin down): 6.939 / 6.985 eV
- Charge: 0
- Maximum force: 10.4 eV Å⁻¹
- Highest occupied orbital energy (spin up / spin down): -9.41 / -9.42 eV
- Energy above the lowest of the compared OMol25 structures with the same formula, charge and spin: 556.8 kJ/mol

---

[5]
Molecular formula: C3H12N3
Method: DFT, wB97M-V/def2-TZVPD

Last column: natural (NBO) charge in e.
CARTESIAN COORDINATES (ANGSTROEM)
C  2.41362  -0.27232  -0.17405  -0.6503
C  1.17325  0.57733  -0.30010  -0.4065
C  -0.43585  -0.54872  -0.22636  0.1225
N  -0.59697  -0.69611  1.20260  -0.7335
N  -1.56008  -0.02084  -0.86597  -0.4939
N  -2.25606  1.06233  -0.14971  -0.6897
H  2.56494  -0.61902  0.89295  0.2008
H  2.37171  -1.22992  -0.80714  0.2134
H  3.30976  0.32030  -0.42942  0.2491
H  1.17505  1.17749  -1.25192  0.2289
H  1.24246  1.16728  0.64952  0.1919
H  -0.11250  -1.49219  -0.67093  0.2232
H  -1.71461  -0.72202  1.51952  0.4671
H  -0.37377  -1.63662  1.51832  0.4521
H  -1.46111  -0.05865  -1.83691  0.3934
H  -0.18291  0.11828  1.83321  0.4801
H  -3.30251  1.00905  -0.09573  0.3792
H  -2.25442  1.86436  -0.80787  0.3723

## Properties
- Orbital gap: 9.286 eV
- Charge: +1
- Maximum force: 5.6 eV Å⁻¹
- Highest occupied orbital energy: -12.89 eV
- Energy above the lowest of the compared OMol25 structures with the same formula, charge and spin: 434.2 kJ/mol

---

[6]
Molecular formula: C3H12N3
Method: DFT, wB97M-V/def2-TZVPD

Last column: Mulliken spin population.
CARTESIAN COORDINATES (ANGSTROEM)
C  2.41362  -0.27232  -0.17405  -0.0238
C  1.17325  0.57733  -0.30010  0.8073
C  -0.43585  -0.54872  -0.22636  0.4235
N  -0.59697  -0.69611  1.20260  0.1262
N  -1.56008  -0.02084  -0.86597  0.3939
N  -2.25606  1.06233  -0.14971  0.0170
H  2.56494  -0.61902  0.89295  0.0018
H  2.37171  -1.22992  -0.80714  0.0221
H  3.30976  0.32030  -0.42942  0.0563
H  1.17505  1.17749  -1.25192  0.0131
H  1.24246  1.16728  0.64952  0.0014
H  -0.11250  -1.49219  -0.67093  0.0210
H  -1.71461  -0.72202  1.51952  0.0349
H  -0.37377  -1.63662  1.51832  -0.0232
H  -1.46111  -0.05865  -1.83691  -0.0204
H  -0.18291  0.11828  1.83321  0.1231
H  -3.30251  1.00905  -0.09573  0.0120
H  -2.25442  1.86436  -0.80787  0.0139

## Properties
- Orbital gap (spin up / spin down): 4.755 / 8.735 eV
- Charge: +1
- Maximum force: 6.7 eV Å⁻¹
- Highest occupied orbital energy (spin up / spin down): -8.13 / -15.32 eV
- Energy above the lowest of the compared OMol25 structures with the same formula, charge and spin: 397.3 kJ/mol
- 2S+1: 3

---

[7]
Molecular formula: C3H12N3O
Method: DFT, wB97M-V/def2-TZVPD

Last column: natural (NBO) charge in e.
CARTESIAN COORDINATES (ANGSTROEM)
C  -0.73589  -1.30710  1.83628  -0.6410
C  0.46442  -0.39815  1.45967  -0.2326
N  0.28240  0.31604  0.18062  -0.5408
C  0.65176  -0.26036  -0.94833  0.6751
N  0.93272  0.47861  -2.04356  -0.7583
N  0.80621  -1.57143  -1.00568  -0.7802
H  -0.33295  -2.23995  2.24414  0.2300
H  -1.37291  -1.53904  0.98588  0.2119
H  -1.26883  -0.91697  2.69041  0.2397
H  0.50453  0.35338  2.21946  0.2276
H  1.38422  -0.96287  1.40706  0.2211
H  0.02050  1.29529  0.14291  0.4504
H  0.66002  1.44553  -2.09179  0.4211
H  0.75678  -0.04133  -2.89686  0.4072
H  1.18356  -2.06644  -1.79550  0.4275
H  0.18181  -2.14195  -0.45172  0.4260
H  -1.79341  2.54445  1.24266  0.4896
H  -2.29848  2.85055  -0.17789  0.4963
O  -1.75490  2.22915  0.32042  -0.9706

## Properties
- Orbital gap: 11.606 eV
- Charge: +1
- Maximum force: 1.6 eV Å⁻¹
- Highest occupied orbital energy: -14.50 eV
- Energy above the lowest of the compared OMol25 structures with the same formula, charge and spin: 57.1 kJ/mol

---

[8]
Molecular formula: C3H12N3O
Method: DFT, wB97M-V/def2-TZVPD

Last column: natural (NBO) charge in e.
CARTESIAN COORDINATES (ANGSTROEM)
C  0.20534  0.30819  0.21029  0.6655
N  1.28063  -0.36853  -0.11585  -0.7536
N  -0.63704  -0.30479  0.96631  -0.5495
N  0.05317  1.53986  -0.18805  -0.7621
C  -3.00000  -1.23948  0.66381  -0.6355
C  -2.06043  -0.14062  1.15225  -0.2164
H  1.32748  -1.37035  0.08588  0.4263
H  2.06001  0.09484  -0.58952  0.4340
H  -0.37246  -1.18172  1.42185  0.4121
H  0.82333  2.04405  -0.63433  0.4373
H  -0.86187  1.98664  -0.08990  0.4309
H  -3.41691  -1.78429  1.52751  0.2341
H  -2.44407  -1.95312  0.03272  0.2196
H  -3.83426  -0.82397  0.07392  0.2465
H  -2.23810  0.79291  0.58444  0.1825
H  -2.32885  0.05185  2.20883  0.2275
O  4.80747  0.89693  -2.25801  -0.9635
H  5.05975  1.01296  -3.20202  0.4842
H  5.57683  0.43863  -1.85020  0.4801

## Properties
- Orbital gap: 11.438 eV
- Charge: +1
- Maximum force: 4.7 eV Å⁻¹
- Highest occupied orbital energy: -14.35 eV
- Energy above the lowest of the compared OMol25 structures with the same formula, charge and spin: 104.5 kJ/mol

---

[9]
Molecular formula: C3H12N3O
Method: DFT, wB97M-V/def2-TZVPD

Last column: natural (NBO) charge in e.
CARTESIAN COORDINATES (ANGSTROEM)
C  1.04108  0.78385  -1.10807  -0.6378
C  0.85310  0.42916  0.40183  -0.1498
C  0.51582  -0.97344  0.78088  0.3687
N  0.96913  -1.98503  0.10602  -0.6790
N  -2.18420  -0.01492  -0.18148  -0.3846
N  -0.09330  1.37210  0.96167  -0.8632
O  -1.32093  -1.07744  -0.47498  -0.6659
H  0.36495  0.13900  -1.82580  0.2464
H  0.96189  1.78313  -1.32918  0.2263
H  2.14819  0.53171  -1.48864  0.2430
H  1.84841  0.62586  0.82247  0.2351
H  0.20184  -1.26479  1.77843  0.2317
H  0.91202  -2.02955  -0.89376  0.4273
H  0.92233  -2.95656  0.42425  0.4234
H  -2.62014  0.11846  -1.01216  0.3983
H  -2.82698  -0.27715  0.45901  0.3783
H  -1.77959  0.82257  0.25854  0.4200
H  0.05238  2.24189  0.42039  0.3846
H  0.03400  1.73116  1.90057  0.3972

## Properties
- Orbital gap: 9.867 eV
- Charge: +1
- Maximum force: 5.9 eV Å⁻¹
- Highest occupied orbital energy: -13.53 eV
- Energy above the lowest of the compared OMol25 structures with the same formula, charge and spin: 507.5 kJ/mol

---

[10]
Molecular formula: C3H12N3O
Method: DFT, wB97M-V/def2-TZVPD

Last column: Mulliken spin population.
CARTESIAN COORDINATES (ANGSTROEM)
C  2.89409  -0.35967  -1.20931  0.0006
O  1.64934  -0.87531  -1.54100  0.0015
H  1.76915  -1.47822  -2.31863  0.0000
H  3.58860  -1.21574  -1.05303  0.0000
H  3.35432  0.13659  -2.11774  0.0007
H  2.71211  0.46141  -0.51913  0.0001
C  -1.09994  1.28288  -0.79360  0.0675
C  -1.39650  -0.08513  1.22126  -0.0457
N  -0.44640  -0.93818  0.79444  -0.0177
N  -1.75748  0.94919  0.46947  0.6345
N  -1.79083  -0.19135  2.48990  0.2987
H  -0.26451  -1.10392  -0.17505  -0.0026
H  0.02277  -1.49905  1.48682  0.0017
H  -2.70745  1.29046  0.54318  -0.0246
H  -2.62669  0.26179  2.83814  -0.0105
H  -1.22562  -0.76145  3.09761  -0.0076
H  -1.02645  0.40233  -1.42500  0.0500
H  -0.06423  1.56513  -0.58806  0.0487
H  -1.58426  2.15826  -1.20026  0.0048

## Properties
- Orbital gap (spin up / spin down): 7.695 / 2.104 eV
- Charge: +2
- Maximum force: 5.4 eV Å⁻¹
- Highest occupied orbital energy (spin up / spin down): -16.63 / -16.63 eV
- Energy above the lowest of the compared OMol25 structures with the same formula, charge and spin: 187.5 kJ/mol
- 2S+1: 2

---

[11]
Molecular formula: C3H12N4
Method: DFT, wB97M-V/def2-TZVPD

Last column: natural (NBO) charge in e.
CARTESIAN COORDINATES (ANGSTROEM)
C  0.61194  -0.96498  -1.70603  -0.4325
N  -0.33792  -0.23978  -0.72804  -0.3429
N  -1.39943  0.49053  -1.33074  -0.6863
C  0.21485  0.16266  0.57431  0.4287
C  -1.00914  0.48585  1.55820  -0.6295
N  1.01534  1.32194  0.40625  -0.9185
N  1.02292  -0.85589  1.15873  -0.8913
H  0.57105  -2.03363  -1.48546  0.1931
H  1.63250  -0.59391  -1.58461  0.2001
H  0.28812  -0.80166  -2.73724  0.2015
H  -2.19691  0.51684  -0.69316  0.3529
H  -1.68693  0.00318  -2.18257  0.3548
H  -1.52297  1.40518  1.26262  0.2121
H  -1.72422  -0.34086  1.60219  0.2047
H  -0.62097  0.64245  2.56984  0.2095
H  0.74943  1.99276  -0.30694  0.3809
H  1.92010  1.44115  0.84468  0.3891
H  0.96087  -1.06609  2.15002  0.3861
H  1.51137  -1.56577  0.62796  0.3875

## Properties
- Structure (SMILES): CN(N)C(C)(N)N
- Orbital gap: 8.006 eV
- Charge: 0
- Maximum force: 3.6 eV Å⁻¹
- Highest occupied orbital energy: -6.93 eV
- Energy above the lowest of the compared OMol25 structures with the same formula, charge and spin: 227.0 kJ/mol

---

[12]
Molecular formula: C3H12N4
Method: DFT, wB97M-V/def2-TZVPD

Last column: Mulliken spin population.
CARTESIAN COORDINATES (ANGSTROEM)
C  -1.01234  1.94643  0.34662  0.2481
C  0.31978  1.84518  0.23506  0.2512
N  1.16944  1.27815  1.28203  0.2257
N  -1.76352  2.47074  -0.73822  0.2599
H  -1.51377  1.83888  1.35304  0.0087
H  0.81749  2.16804  -0.73001  0.0014
H  0.72282  1.54165  2.18353  0.0015
H  2.10860  1.69659  1.25891  -0.0002
H  -2.73946  2.44418  -0.48628  -0.0099
H  -1.64195  1.93273  -1.59936  0.0079
N  0.76664  -2.14338  0.80862  0.0054
C  0.04853  -2.67532  -0.30539  -0.0005
N  0.10747  -1.87085  -1.53376  0.0035
H  1.78877  -2.10908  0.61871  -0.0008
H  0.51837  -1.16700  0.94979  0.0002
H  0.52653  -3.68813  -0.53186  0.0000
H  -0.96272  -2.89561  0.00825  0.0002
H  -0.35437  -0.98246  -1.38488  -0.0012
H  1.09370  -1.63072  -1.73481  -0.0010

## Properties
- Orbital gap (spin up / spin down): 7.880 / 4.122 eV
- Charge: +1
- Maximum force: 5.4 eV Å⁻¹
- Highest occupied orbital energy (spin up / spin down): -11.90 / -11.88 eV
- Energy above the lowest of the compared OMol25 structures with the same formula, charge and spin: 0.0 kJ/mol
- 2S+1: 2